# 1
This record from the Open Molecules 2025 dataset describes a molecular structure, C22H60NO25P5Si2 in a non-equilibrium geometry. The level of theory is ωB97M-V/def2-TZVPD.

```
115
Properties=species:S:1:pos:R:3:forces:R:3:mulliken_charge:R:1
P 6.333602 8.707492 -3.742819 -4.5825 -0.5054 -3.0426 1.03
P -2.393945 2.196252 1.472411 3.2976 -2.3392 4.7438 0.99
P 3.327038 -1.001405 -2.699885 -4.4697 -2.2913 0.7695 0.82
P -4.772488 -9.414501 1.424377 -1.3855 3.2311 3.6996 0.97
P 2.159356 4.417142 -0.081689 2.2570 6.0128 -0.3698 1.58
Si -2.152761 -3.212857 1.629467 -0.2091 0.7012 -1.1856 -0.02
Si -2.330888 -5.297535 3.705672 -0.0798 -1.8248 0.4953 0.41
O 7.482616 7.965994 -4.623364 1.3968 1.1165 2.0096 -0.35
O 4.052907 -1.811072 -3.894429 2.0226 1.7118 1.0172 -0.32
O 5.844274 9.622332 -5.005691 -0.1151 0.1836 0.1320 -0.36
O 1.555750 5.742248 0.160332 -0.6222 -0.3069 0.1572 -0.82
O 3.727859 4.422746 -0.484095 -0.0113 -0.5710 0.2614 -0.39
O -7.366384 -3.217856 4.028011 0.0565 0.3922 -0.4384 -0.44
O 3.593244 -0.043517 -1.410352 2.1497 0.0652 -1.3241 0.14
O -4.977058 -9.899222 2.790173 0.1475 -0.6428 -0.1351 -0.69
O -6.126469 -9.855794 0.644410 1.8963 -1.0283 -1.4046 -0.37
O -3.165633 -9.275118 1.276238 -0.7396 -1.6068 -2.2335 -0.31
O -1.026194 -3.300964 0.349003 -0.1997 -0.6692 0.4267 0.04
O -5.013594 -7.822745 1.207451 0.2795 0.0063 -0.0730 -0.21
O -2.959933 1.229566 2.429062 -0.7366 -0.0103 -0.3217 -0.69
O 5.985574 9.893073 -2.695459 2.9310 -0.3863 0.4028 -0.29
O -0.837341 2.612153 1.725245 0.3769 -0.1013 -0.3492 -0.06
O 3.083870 -2.342787 -1.811895 0.1887 -0.0512 -0.2673 -0.42
O -2.931644 3.601594 2.099130 -0.9689 0.2065 -2.7463 -0.44
O 5.421071 7.620967 -3.377611 0.4649 -0.3121 0.6227 -0.52
O 2.125084 -0.431083 -3.312646 0.2946 0.6121 -0.2617 -0.70
O -1.559291 -4.897809 -1.001740 -0.0273 -0.0714 -0.1627 -0.26
O -2.472447 -4.750893 2.133017 0.4672 0.7884 0.8738 0.02
O -1.935201 1.176134 0.273341 -1.7759 2.1725 -1.6511 -0.22
O -8.099797 -5.057388 3.016471 0.0589 -1.3194 -0.3865 -0.44
O 2.481117 4.010844 1.478599 -1.2819 -2.7956 -1.1255 -0.40
O 1.620099 4.170515 -1.607658 -0.4929 -2.5539 1.3450 -0.48
N -0.858915 -4.659780 -0.109636 0.2366 0.1479 -0.1310 0.30
C 2.166972 3.119055 -2.435427 0.0484 -0.0427 -0.2566 -0.64
C -8.217964 -3.902236 3.243526 -0.1286 0.3465 -0.0255 0.09
C 5.272572 -2.532139 -3.622738 0.0472 -0.3614 -0.1787 -0.63
C 6.679320 11.153958 -2.791451 -0.2231 0.3220 0.0758 -0.62
C -2.609896 -8.777325 0.042047 0.2935 0.2648 0.0694 -0.62
C 8.423078 8.723393 -5.407651 0.0983 -0.0611 -0.2102 -0.62
C -6.435663 -9.327868 -0.658038 -0.2233 0.0676 -0.0703 -0.57
C 4.528974 -0.425758 -0.384254 -0.0041 0.0540 0.2714 -0.78
C -2.395790 4.871124 1.657444 0.0328 0.2238 0.1062 -0.61
C -1.173947 -4.313062 4.764224 -0.7721 -0.4552 0.6655 -0.32
C -3.684171 -2.385286 0.994708 0.4835 -0.3791 1.0999 -0.67
C -5.864534 -2.233822 2.375125 0.4854 0.4429 0.5971 -0.97
C -1.268135 1.695668 -0.898891 0.2670 -0.2574 -0.1411 -0.68
C 4.289403 5.615089 -1.058523 0.1767 0.0054 -0.3050 -0.84
C -0.277416 2.469336 3.028813 0.0625 0.2835 0.0990 -0.80
C 4.912707 9.063525 -5.932941 0.0744 0.0292 -0.2120 -0.71
C -4.402853 -1.764615 2.241703 -0.2098 -0.3271 -1.5419 -0.10
C 3.112087 2.747937 1.762588 0.2409 0.0597 0.2597 -0.74
C -5.837205 -7.108287 2.133622 -0.1604 0.1779 -0.1250 -0.52
C -1.673987 -3.281984 5.471427 0.4294 -0.1237 -0.3876 -0.62
C 1.770609 -2.582912 -1.295968 -0.1018 0.0331 0.3115 -0.72
C -6.019713 -3.256592 3.491286 0.1270 0.1994 0.0812 0.21
H 8.438180 9.779420 -5.149654 -0.0298 0.0102 0.0391 0.29
H 5.180907 -1.241670 -0.686508 -0.0134 -0.0129 -0.0507 0.37
H -3.217794 5.569255 1.516831 -0.0812 -0.1166 0.0006 0.27
H -0.216337 1.886194 -0.684519 -0.0695 0.1158 0.1629 0.18
H -1.310390 0.932527 -1.672402 -0.1629 -0.0500 0.0570 0.32
H 4.881065 5.336204 -1.926583 -0.0253 -0.0038 -0.0421 0.27
H 6.257128 11.759328 -3.592827 0.0154 -0.1798 -0.1369 0.26
H -3.338763 -1.596308 0.330495 -0.2270 -0.0331 -0.2934 0.32
H -5.197534 -6.464913 2.738164 -0.0019 -0.0598 0.0390 -0.14
H -1.551507 -9.026127 0.030607 -0.0425 -0.1705 0.0742 0.27
H -1.039129 2.280438 3.784514 -0.0699 -0.0250 -0.0625 0.41
H 1.322384 -3.416866 -1.834074 0.0311 0.0197 -0.0656 0.28
H -1.143727 -2.336053 5.534071 0.4234 -0.2594 1.1609 0.26
H -2.693117 -7.691214 -0.002314 -0.2083 -0.0220 0.0535 0.27
H 2.750433 2.393714 -1.873305 -0.0573 -0.0126 0.0237 0.20
H -6.398599 -7.769528 2.790888 0.0458 -0.0849 -0.0355 0.46
H -1.821157 4.795798 0.738220 0.0280 -0.0376 -0.0060 0.27
H -4.314177 -3.117060 0.493625 -0.0326 0.1101 -0.3247 0.49
H -0.123896 -4.586506 4.823823 0.3839 0.9694 -1.0868 0.37
H 1.353308 2.607661 -2.945456 -0.0257 0.0017 0.0952 0.29
H 0.262984 3.383672 3.273015 0.0025 0.0255 -0.0185 0.24
H 4.792444 7.989608 -5.797748 0.0416 -0.0018 0.0711 0.32
H -6.529768 -6.484674 1.572869 -0.0306 -0.0185 -0.0220 0.28
H 5.052214 -3.480453 -3.133542 -0.1309 0.1123 0.1439 0.28
H -1.550198 -2.313986 2.618457 0.1643 -0.1840 0.1712 -0.19
H 9.416691 8.301998 -5.270582 -0.0507 -0.0516 0.1039 0.26
H -6.789876 -10.138012 -1.292460 0.0572 -0.0706 0.0846 0.26
H 2.674320 1.932900 1.184691 -0.0050 -0.0373 0.0355 0.27
H -7.230579 -8.590755 -0.549260 0.0238 -0.0005 0.0601 0.23
H 5.266293 9.266036 -6.943715 0.0257 -0.0022 -0.0106 0.25
H -5.772534 -4.260301 3.151858 -0.0680 -0.1428 0.1287 -0.11
H 1.132294 -1.707430 -1.402270 0.0032 0.0071 -0.0257 0.35
H -1.736141 5.252372 2.435192 0.0102 -0.0808 0.0141 0.23
H 1.847889 -2.845198 -0.242092 0.0382 0.0005 0.0109 0.27
H -5.366177 -2.998420 4.319344 -0.0504 0.0001 0.1300 0.26
H -1.740918 2.603553 -1.270019 0.0242 0.0062 -0.0280 0.35
H 8.143521 8.635334 -6.456793 -0.0622 -0.0171 0.0304 0.24
H 3.965666 -0.750064 0.490568 -0.0471 -0.0181 -0.0523 0.28
H 5.963643 -1.950356 -3.013632 0.0242 0.0065 -0.0313 0.28
H -6.218289 -2.617253 1.419949 -0.1796 -0.0229 -0.0216 0.46
H -3.087604 -9.223395 -0.830048 0.0334 -0.0169 -0.0114 0.29
H 3.948916 9.551535 -5.793619 -0.0237 -0.0360 0.0274 0.26
H -6.459442 -1.363371 2.649136 -0.2102 -0.0408 -0.0134 0.34
H -5.586284 -8.840967 -1.131805 0.0387 -0.0042 0.0272 0.26
H -4.365012 -0.699749 2.035749 -0.0127 0.1430 0.6608 0.06
H -1.827124 -6.685619 3.612789 0.0207 0.0365 -0.2149 -0.25
H -3.677653 -5.400983 4.307143 -0.0330 0.3878 0.0097 -0.19
H 7.748981 11.020429 -2.949130 0.0114 0.0173 0.0346 0.28
H -2.633893 -3.377698 5.968823 -0.6003 0.5879 -0.9241 0.31
H 0.428421 1.637647 3.013993 -0.0540 -0.0517 0.0187 0.21
H 2.979336 2.538809 2.822349 -0.1615 0.0566 -0.0136 0.33
H -9.015826 -3.321779 2.768499 -0.1910 0.3837 0.4347 0.47
H 6.524230 11.688923 -1.858078 0.0241 -0.1710 0.0998 0.26
H 3.529449 6.332493 -1.357796 -0.0974 -0.0752 0.0340 0.38
H 4.944996 6.075773 -0.321080 -0.0520 0.0043 0.0521 0.35
H 5.744635 -2.755591 -4.575946 -0.0512 0.1817 -0.0625 0.26
H 4.184502 2.805400 1.571228 -0.0333 0.0707 -0.1944 0.30
H 2.818998 3.575923 -3.179590 -0.0181 0.0787 0.0414 0.37
H -3.840644 -1.984353 3.151801 -0.0868 0.2714 0.2113 0.31
H 5.132334 0.439786 -0.115917 -0.0419 0.0440 -0.1232 0.23
```
Forces are in eV/Å.

The electronic energy comes out at -138664.374 eV. The value obtained for the LUMO energy is -0.50 eV.

***

# 2
This record from the Open Molecules 2025 dataset describes 11 unconnected molecules or ions with the total composition C22H62N4O18 in a non-equilibrium geometry. The level of theory is ωB97M-V/def2-TZVPD.

```
106
Properties=species:S:1:pos:R:3:forces:R:3:mulliken_charge:R:1
O 0.510774 -6.325537 -2.054379 -0.1053 0.1686 0.0607 -0.70
O -2.977572 2.121193 -6.168465 0.2039 -0.1510 -0.1663 -0.58
O -1.592332 1.938402 1.862732 0.1319 0.3358 0.2574 -0.58
O -5.748063 -1.444726 0.644499 -0.2676 0.0680 -0.1911 -0.56
O 0.954269 -1.523830 -3.380266 -0.1349 0.5534 0.1163 -0.45
O -4.294211 0.627756 -0.157269 0.3450 0.3298 0.1145 -0.38
O -1.607748 -1.433673 2.994799 -0.1507 -0.2565 -0.1563 -0.91
O 0.699446 1.473498 -3.063087 0.3152 0.4153 0.2484 -0.07
O 0.656389 -0.472689 -1.087266 0.2555 -0.0496 0.9856 -0.38
O 4.715237 3.094581 2.947504 0.0488 -0.5139 -0.3287 -0.53
O 0.012045 0.592736 4.374176 0.0800 0.0990 0.0425 -0.01
O 2.722670 1.033582 3.316701 -0.2725 0.1633 0.1517 -0.40
O 0.450370 0.950830 7.934355 -0.2933 1.0245 -0.2021 -0.55
O 3.607558 -2.106560 -5.147847 -0.0212 -0.3623 0.3751 -0.56
O -3.739330 -0.301923 -5.449538 -0.4098 0.5565 0.6189 -0.61
O 1.405473 3.579995 -4.518491 -0.0450 -0.5137 -0.2765 -0.65
O 3.513993 -2.053450 1.668975 0.4270 -0.2119 -0.0941 -0.65
O -0.636540 2.112107 -0.711727 -0.6560 0.3587 0.8140 -0.22
N -0.417324 -2.747454 4.379062 -0.8124 -0.0548 -0.3473 -0.30
N 0.314884 -0.674506 1.115948 -0.2273 -0.2680 0.1822 1.17
N 4.261617 -0.055673 1.001916 0.2948 -0.1029 -0.2272 -0.22
N 0.673205 -4.363246 -3.188156 0.0509 0.8381 0.7686 -0.16
C 2.239913 -1.777272 -5.393589 0.6437 0.5279 -1.0765 -1.10
C 2.429170 2.605462 -4.164811 -1.7026 2.3453 0.3329 -0.45
C -6.421401 -0.173576 0.753936 0.4051 -0.9973 0.3529 -0.45
C 0.718270 1.327917 6.567616 0.1926 -1.0597 0.4231 -0.42
C 4.100643 -1.391863 0.818217 -1.1867 0.4817 0.3745 0.69
C -0.261355 2.440636 1.718638 -0.5144 -0.7234 -0.1882 0.41
C 4.502785 -1.940294 -0.514543 0.3174 -0.7403 0.2500 -0.88
C -5.683695 0.775452 -0.184970 -1.1185 0.0455 0.5090 -0.46
C 1.654577 -0.800526 -4.384561 -0.5725 -1.0999 0.0504 0.69
C -0.114934 -0.694076 -0.136111 -0.0259 0.5144 -1.6813 0.09
C 3.318685 3.312445 2.939368 -0.6109 0.6338 0.5185 -0.57
C -0.056202 2.952343 0.291202 0.8860 -0.3067 -0.0425 -0.43
C -2.902105 1.890420 -4.776449 -0.6780 -0.3462 1.0251 -0.15
C 2.658032 2.340618 3.883052 0.2866 -0.4128 0.9420 0.10
C -1.569046 -2.399002 3.758965 -0.0369 0.9809 0.8312 0.73
C -2.929437 0.387263 -4.491815 1.1286 -1.0775 -0.8384 0.31
C 0.621100 -5.107761 -2.057268 0.1674 -0.8213 -0.5595 0.47
C 2.013202 1.978470 -2.840578 0.4116 -1.0766 -1.2247 0.08
C -1.588532 -0.887193 -0.467582 0.9976 0.3427 0.8930 -1.11
C 0.694513 -4.307253 -0.789101 -0.5261 0.5789 0.1500 -0.21
C -0.400065 0.732475 5.728780 0.1179 -0.7252 0.1500 -0.29
C -2.836740 -3.059170 4.219151 -0.3530 -0.8668 0.3869 -1.48
H -0.583637 -0.260736 6.156338 -0.0384 0.0023 0.0255 0.33
H 3.135952 4.345761 3.251548 -0.2975 -0.0702 0.1322 0.47
H 1.317082 -0.609716 1.241961 -0.0369 -0.0908 0.1919 -0.25
H -0.332183 -4.025232 -0.531201 -0.0441 -0.1434 0.0498 0.08
H 0.495765 -4.745126 -4.098369 0.0303 -0.2692 0.0810 0.22
H 1.094973 -4.869792 0.046188 0.1895 -0.0877 -0.1075 0.39
H -1.759039 1.391052 1.085588 -0.0537 -0.0110 0.0932 0.20
H -6.101160 0.623403 -1.184635 0.2561 -0.0452 -0.1520 0.30
H 1.667314 0.816304 6.388548 -0.0226 0.1791 -0.7850 0.13
H -1.783226 -1.951357 -0.576274 -0.2693 -0.0099 0.0744 0.48
H 1.631151 2.567155 4.179564 -0.1738 0.3584 -0.7622 0.05
H -5.966186 -1.959752 1.424454 0.0301 -0.1122 -0.0682 0.28
H -1.341587 1.279474 5.822767 0.1409 0.2829 -0.0910 0.29
H -0.330218 -0.863789 1.885928 0.3649 -0.1061 -0.2014 -0.18
H -7.473009 -0.262195 0.463546 0.0674 0.0485 -0.1705 0.33
H 2.202542 -1.357996 -6.408911 -0.1926 0.2981 0.1461 0.37
H 2.498415 1.867953 -4.963392 0.3366 -0.1091 0.1112 0.20
H 5.573175 -1.855636 -0.702944 -0.0433 0.3714 -0.0746 0.43
H -5.976382 1.776873 0.141205 0.3363 0.1719 -0.2101 0.31
H 2.699935 1.125577 -2.748685 0.0661 0.1545 0.8000 0.02
H 2.807036 3.178423 1.977871 0.5598 -0.0355 -0.3224 0.04
H -1.772404 -0.353944 -1.393920 -0.1167 -0.1099 -0.0344 -0.06
H 0.958538 -0.108004 -4.858153 0.1330 0.0573 -0.1975 0.06
H 0.727279 -0.891782 -2.646524 0.1730 -0.9100 -0.5161 0.40
H -3.294057 3.010795 -6.339742 -0.0023 0.0135 0.0703 0.31
H -2.886732 -3.125905 5.309940 0.2111 0.3441 0.0096 0.44
H -3.745930 0.294581 -6.210487 -0.1012 -0.1677 -0.1148 0.36
H -2.135408 -0.427553 0.355343 -0.4085 -0.4327 -0.0829 0.15
H -6.411411 0.065853 1.822097 0.2056 0.6691 -0.1815 0.32
H 3.249298 3.319853 -4.111218 0.7680 -0.9146 0.1915 0.34
H 0.566693 3.104793 -4.468316 -0.0142 0.0456 0.0545 0.33
H -1.963439 -0.129412 -4.553643 0.3980 0.6206 -0.0304 -0.10
H 4.292485 -3.007971 -0.490614 -0.2156 0.0657 -0.2024 0.29
H -0.411457 3.976199 0.174217 0.0298 0.0422 -0.0065 0.37
H -1.561086 2.382146 -0.763070 -0.0697 -0.1735 -0.2745 0.19
H 4.161255 -1.400496 -5.488120 -0.0506 0.0473 0.0091 0.31
H 3.904378 0.332553 1.861697 -0.1080 0.1822 0.0870 0.22
H 1.695285 -2.712923 -5.511559 -0.1385 -0.0053 0.6255 0.33
H -0.110901 3.225682 2.458765 -0.1421 0.1713 -0.1035 0.65
H -2.042994 2.383384 -4.315251 0.1307 -0.1462 -0.0498 0.15
H 0.467733 1.758050 8.456374 -0.0640 -0.1508 0.1901 0.33
H -2.939016 -4.109093 3.934152 0.1761 0.1130 -0.4416 0.39
H 4.391807 0.547100 0.209344 0.2251 0.0275 0.0585 0.20
H 0.850074 2.394925 6.389481 -0.1043 0.0846 0.3112 0.39
H 2.446580 -0.245153 -3.889580 0.3009 0.0271 -0.4400 -0.07
H 1.205605 -3.359447 -0.938603 0.3314 0.0070 0.1055 -0.18
H 0.438387 1.634773 1.970911 0.0465 0.2416 -0.2608 -0.30
H -3.233911 0.195071 -3.460917 -0.5777 0.1490 -0.1134 -0.02
H 3.915324 -1.447826 -1.285147 0.0650 -0.0339 -0.2301 -0.03
H -3.708984 -2.507417 3.885199 0.1285 0.0564 -0.2150 0.26
H -0.499037 -3.371811 5.161913 0.4482 0.0059 0.0455 0.23
H 0.416508 1.080884 -2.223455 -0.1829 0.0999 -0.0151 -0.14
H 0.793669 -3.352163 -3.077188 -0.0834 -0.3729 -0.5645 0.41
H 1.943766 0.560336 3.642989 0.0363 -0.0490 -0.0298 0.08
H 2.061872 2.632069 -1.971665 0.0560 0.2264 -0.1152 0.24
H 0.328570 -2.071598 4.308256 0.2677 -0.2832 0.0989 0.22
H -4.088624 -0.288962 0.064323 -0.2990 -0.1067 -0.0627 0.32
H -3.804606 2.229412 -4.252640 -0.0232 0.5325 -0.3330 0.36
H -0.714845 0.193813 3.870667 0.0003 0.1353 -0.0932 -0.08
H 3.163062 2.352508 4.859239 0.4337 -0.0339 -0.2151 0.35
H 5.185742 3.916521 2.798120 -0.1046 0.0560 -0.1034 0.31
H 1.012034 2.882580 0.073971 0.0503 0.4689 0.0848 -0.05
```
Forces are in eV/Å.

The electronic energy comes out at -66633.678 eV. The SMILES is CC(N)=O.CC(N)=O.CC(N)=O.CC(N)=O.OCCO.OCCO.OCCO.OCCO.OCCO.OCCO.OCCO. The value obtained for the LUMO energy is 0.04 eV.